ORCA calculation (wB97M-V/def2-TZVPD) on CHI2O2S2 as an isolated structure at a distorted geometry.

Geometry as XYZ:
```
8
Properties=species:S:1:pos:R:3:forces:R:3
C 0.448888 -0.077876 0.704969 1.9 0.8 1.2
O 0.193458 0.704521 -1.807173 0.0 0.5 -0.4
O -0.854154 -1.435335 -1.077158 -1.8 -1.4 -0.7
S 1.770561 -1.198049 -0.109420 -0.1 0.5 0.2
S -0.007670 -0.341757 -0.876324 0.8 -0.3 -0.5
I -2.702447 1.001251 0.537765 -0.1 0.1 0.1
I 1.194559 1.892217 1.087802 -0.3 -0.4 0.3
H -0.043194 -0.544970 1.539536 -0.4 0.1 -0.1
```
Positions in Å, forces in eV/Å.

Its net charge is -1. The calculation puts the HOMO energy at -3.9718 eV. For the relative energy (zero: lowest compared OMol25 entry of this formula, charge and spin), the calculation gives 17.4 kcal per mole. The LUMO energy comes out at 2.5 eV.

Results of the natural (NBO) charge analysis, in e, for atoms 1 through 6:
1 C -0.74
2 O -0.88
3 O -0.88
4 S -0.19
5 S 2.14
6 I -0.90

***

ORCA calculation (wB97M-V/def2-TZVPD) on one molecule with the formula C21H18F2N6 at a distorted geometry.

Geometry as XYZ:
```
47
Properties=species:S:1:pos:R:3:forces:R:3
C 0.320954 -2.566121 -3.782763 -0.6 -0.8 0.4
C -0.526172 -2.498855 -2.514910 1.0 -0.8 -1.1
C -0.965194 -3.640371 -1.883364 -0.3 1.4 0.9
N -1.689175 -3.588158 -0.768408 -0.8 -1.3 0.5
C -2.111026 -2.415571 -0.279308 0.8 -0.9 -0.8
C -3.022628 -2.392494 0.916204 -1.1 -0.7 1.6
C -3.237515 -3.603790 1.699540 0.5 0.4 -1.0
C -4.094812 -3.660910 2.808919 -0.2 1.3 -1.0
C -4.837609 -2.499617 3.141021 0.8 0.5 -0.5
C -4.668259 -1.283991 2.438385 1.2 -2.6 -1.0
C -3.763618 -1.243548 1.329187 -0.8 -0.1 0.2
C -3.698793 0.071980 0.560521 1.1 0.0 0.0
F -4.387095 1.069686 1.143695 -0.6 0.4 1.0
F -4.219863 0.011656 -0.685030 -0.3 -0.7 -0.7
N -1.690514 -1.293085 -0.834592 -0.9 0.2 1.2
C -0.894359 -1.344811 -1.881793 -0.7 1.7 0.2
N -0.552487 -0.077945 -2.339372 0.3 0.3 -0.4
C 0.840406 0.301663 -2.139124 1.0 1.0 -0.4
C 1.002471 1.442676 -1.127672 0.0 -0.1 0.5
C 1.180748 1.203202 0.250228 -0.4 0.8 -0.6
C 1.251723 2.252609 1.167585 -0.2 0.2 -0.1
C 1.072447 3.579136 0.737319 0.3 -0.2 -0.7
N 1.162659 4.667874 1.651611 0.2 -0.2 1.4
C 1.393826 4.588491 3.004512 -0.2 0.2 -0.4
C 1.402883 5.868478 3.426745 -0.2 1.0 0.3
N 1.190398 6.722360 2.346712 0.1 -1.6 0.7
N 1.049312 5.969301 1.311688 0.0 0.0 -0.9
C 0.866332 3.831327 -0.620497 0.1 -1.2 0.2
C 0.881149 2.772828 -1.540203 0.0 -0.2 1.5
H 1.372104 -2.393636 -3.538324 -0.1 0.3 -0.2
H -0.053621 -1.865843 -4.539309 0.3 -0.1 0.2
H 0.269119 -3.609183 -4.182468 0.0 0.8 0.2
H -0.683296 -4.567146 -2.322524 -0.1 -1.0 0.1
H -2.724637 -4.532308 1.351261 -0.4 1.0 0.4
H -4.258858 -4.600926 3.332354 0.1 0.3 -0.1
H -5.545294 -2.490779 3.958724 0.0 -0.2 0.0
H -5.316194 -0.476906 2.668829 -0.1 0.8 0.1
H -2.675392 0.410908 0.453358 0.2 0.0 0.1
H -1.171985 0.608340 -1.919977 0.1 -0.2 0.0
H 1.268035 0.654741 -3.091612 -0.1 -0.1 0.2
H 1.453629 -0.557541 -1.847941 -0.2 0.0 0.1
H 1.177241 0.194536 0.612183 0.2 -0.4 0.1
H 1.390422 2.022563 2.224914 0.0 0.1 -0.3
H 1.489195 3.717698 3.625341 0.0 -0.3 -0.4
H 1.481433 6.185429 4.465002 0.1 0.2 -0.5
H 0.657082 4.813129 -0.959750 0.1 0.8 -0.2
H 0.762718 2.989471 -2.568900 -0.2 0.2 -0.9
```
Positions in Å, forces in eV/Å.

Its net charge is 0. The calculation puts the HOMO energy at -8.8747 eV. The LUMO energy comes out at 0.1 eV. Its SMILES is Cc1cnc(-c2ccccc2C(F)F)nc1NCc1ccc(-n2ccnn2)cc1.

Results of the natural (NBO) charge analysis, in e, for atoms 1 through 6:
1 C -0.63
2 C -0.13
3 C 0.11
4 N -0.47
5 C 0.41
6 C -0.09

***

ORCA calculation (wB97M-V/def2-TZVPD) on a 8-piece molecular cluster, C24H48O24 overall at a distorted geometry.

Geometry as XYZ:
```
96
Properties=species:S:1:pos:R:3:forces:R:3
C -6.777648 3.926359 -2.437153 -0.1 0.8 0.6
O -5.885548 2.902248 -2.819073 -0.1 -0.4 -0.4
C -4.573531 3.113455 -2.675296 -0.6 -0.1 0.4
O -4.045419 4.058691 -2.168422 0.1 0.7 0.1
O -3.963781 2.055752 -3.158274 0.6 -1.0 -0.4
C -2.550746 2.196000 -3.363457 0.5 0.6 0.3
H -6.284158 4.899311 -2.471520 0.0 -0.1 0.1
H -7.142270 3.746515 -1.423486 0.1 0.0 0.0
H -7.638270 3.945702 -3.102768 0.2 -0.3 -0.2
H -2.184174 1.326824 -3.897730 -0.3 0.0 -0.3
H -1.952547 2.248866 -2.454433 -0.4 -0.1 0.3
H -2.395375 3.147527 -3.869228 0.2 -0.2 -0.4
C 1.722906 4.229476 -0.770236 0.3 -0.9 1.2
O 2.886832 4.054870 -1.583465 0.0 0.8 -0.9
C 3.569000 2.946410 -1.410603 -0.9 -0.2 0.4
O 3.181302 2.006273 -0.764376 0.2 -0.5 0.4
O 4.707702 3.009858 -2.062930 0.9 0.7 -0.4
C 5.444769 1.796063 -2.104365 -0.5 -0.6 0.0
H 2.106103 4.291027 0.249244 -0.3 0.7 0.1
H 1.080714 3.350593 -0.705315 0.0 0.0 -0.7
H 1.179791 5.100388 -1.106922 0.2 0.1 0.0
H 5.886908 1.540701 -1.141240 0.0 0.2 0.0
H 6.226691 1.890035 -2.851125 -0.1 0.2 0.0
H 4.716272 1.027557 -2.377614 0.5 -0.3 0.0
C 0.727969 1.408557 2.920915 0.8 -1.7 -0.9
O 1.009984 2.695687 3.433590 -0.3 -0.3 0.9
C 0.561221 3.740891 2.752858 1.2 0.2 -0.1
O 0.084037 3.708148 1.661560 -0.9 0.0 -0.5
O 0.830570 4.893261 3.370130 -0.3 0.0 0.0
C 1.662064 4.904770 4.518117 0.3 1.0 0.9
H 0.536328 0.649935 3.679829 -0.6 0.8 0.6
H 1.635340 0.979292 2.481450 0.1 0.5 -0.4
H -0.046961 1.390956 2.161839 -0.1 0.2 0.2
H 1.423713 5.811277 5.078698 -0.3 0.0 -0.2
H 2.704473 5.056220 4.234695 0.0 -0.5 -0.2
H 1.522221 4.072966 5.201844 0.0 -0.2 -0.3
C -0.235989 -4.012800 -1.436546 -1.0 1.0 1.5
O -0.685464 -3.213151 -2.519102 0.7 0.0 -1.4
C -1.921816 -2.698057 -2.544635 1.1 -0.7 1.3
O -2.699353 -2.752318 -1.627970 -0.4 0.0 0.0
O -2.096450 -2.130125 -3.714900 -0.4 0.3 -0.7
C -3.471811 -2.011940 -4.122403 0.2 0.2 -0.2
H -0.566796 -3.468019 -0.544481 0.1 -0.5 0.2
H 0.845806 -4.054975 -1.359902 0.0 0.1 -0.7
H -0.685905 -5.004354 -1.442477 0.0 0.0 -0.2
H -3.425172 -1.705762 -5.163550 0.0 -0.1 0.0
H -4.024445 -1.248766 -3.578299 0.1 -0.1 0.3
H -3.943062 -2.986114 -4.023973 -0.2 0.1 0.0
C 5.544278 -3.773813 -2.656991 -1.4 -0.4 0.2
O 5.941393 -2.583098 -1.988939 0.4 -0.1 0.1
C 5.120812 -2.181473 -1.014986 -0.6 -0.1 0.1
O 3.957861 -2.462693 -0.897790 0.1 -0.3 -0.2
O 5.805296 -1.424991 -0.190198 1.4 0.2 0.3
C 5.180463 -0.538399 0.712736 -0.4 1.1 0.3
H 5.673359 -4.645057 -2.011083 0.6 0.0 -0.1
H 6.060026 -3.860930 -3.604119 0.3 0.1 0.1
H 4.462183 -3.758149 -2.816453 0.1 0.2 -0.3
H 4.647175 0.216456 0.135647 -0.3 -0.1 0.2
H 5.956986 -0.021041 1.274752 0.3 -0.2 -0.3
H 4.539757 -0.952711 1.491196 -0.1 -0.7 -0.5
C -4.397990 -1.330883 2.336524 1.4 -1.9 0.9
O -4.457465 0.031461 2.676668 -1.3 0.2 -0.9
C -3.391305 0.611393 3.184758 0.3 -0.6 1.4
O -2.395386 0.031366 3.534082 0.4 0.3 -0.5
O -3.698423 1.885507 3.417533 -0.5 0.4 -0.4
C -2.649395 2.822611 3.466932 2.0 0.0 -0.4
H -5.369967 -1.808176 2.280954 -0.3 0.7 -0.4
H -3.875409 -1.913210 3.106685 -0.1 0.4 0.3
H -3.763094 -1.559772 1.478351 -0.4 0.5 -0.5
H -2.908336 3.714451 4.025852 -0.5 -0.2 0.1
H -2.292659 3.103831 2.470020 -0.7 0.1 -0.2
H -1.727311 2.394147 3.876344 -0.4 -0.2 0.5
C 1.829838 -6.471071 0.681495 -0.6 0.1 -1.2
O 1.502730 -5.117137 1.009002 0.4 -0.4 0.4
C 0.409966 -4.895039 1.747872 0.0 0.2 0.4
O -0.381262 -5.703275 2.161518 0.2 0.1 -0.2
O 0.380906 -3.580650 1.944934 -0.1 0.2 -0.2
C -0.702874 -3.026342 2.694922 -0.1 0.4 0.0
H 2.161586 -6.391856 -0.355102 0.1 -0.2 0.0
H 0.926587 -7.078061 0.693673 0.1 -0.1 0.2
H 2.630831 -6.924338 1.258821 -0.1 0.4 0.5
H -1.675945 -3.419469 2.407292 0.1 -0.4 0.0
H -0.717743 -1.963014 2.466413 0.2 0.0 0.0
H -0.518803 -3.162053 3.758391 -0.1 -0.1 0.0
C 1.863609 -0.725705 -0.187687 -0.3 -2.2 -0.2
O 0.528188 -0.609968 0.327679 0.5 0.5 -0.1
C -0.386873 0.004823 -0.411234 0.3 -0.3 0.5
O -0.275962 0.437826 -1.524444 -0.1 0.1 -0.2
O -1.468650 0.016705 0.357488 -0.7 0.7 0.7
C -2.669873 0.496780 -0.221031 -0.6 0.1 -1.0
H 2.005461 -1.804524 -0.319705 -0.1 0.3 0.1
H 2.576238 -0.471650 0.590068 -0.2 0.7 -0.2
H 2.002539 -0.313183 -1.180576 0.0 0.7 0.3
H -3.490283 0.447622 0.488001 0.2 -0.7 0.2
H -2.826550 -0.125789 -1.101634 -0.6 0.1 0.0
H -2.722491 1.546467 -0.522177 0.9 0.0 0.0
```
Positions in Å, forces in eV/Å.

Its net charge is 0. The calculation puts the HOMO energy at -10.4437 eV. For the relative energy (zero: lowest compared OMol25 entry of this formula, charge and spin), the calculation gives 38.5 kcal per mole. The LUMO energy comes out at 0.5 eV. Its SMILES is COC(=O)OC.COC(=O)OC.COC(=O)OC.COC(=O)OC.COC(=O)OC.COC(=O)OC.COC(=O)OC.COC(=O)OC.

Results of the Löwdin charge analysis, in e, for atoms 1 through 6:
1 C -0.05
2 O 0.00
3 C -0.64
4 O 0.14
5 O 0.00
6 C -0.03